(1)
The molecule C5H12O, computed with ωB97M-V/def2-TZVPD.

The geometry in ORCA input format:
```
! wB97M-V def2-TZVPD RIJCOSX def2/J DEFGRID3
* xyz 0 1
C -2.7240 -0.4413 0.0488
C -1.3136 -0.2982 -0.5182
C -0.4790 0.7707 0.1930
C 0.9826 0.7964 -0.2804
O 1.8577 0.4708 0.7872
C 2.8295 -0.4880 0.4650
H -2.6903 -0.7203 1.1089
H -3.2985 -1.2097 -0.4802
H -3.2794 0.5003 -0.0263
H -1.3656 -0.0618 -1.5918
H -0.7881 -1.2583 -0.4432
H -0.9553 1.7498 0.0566
H -0.4583 0.5781 1.2728
H 1.1139 0.0773 -1.1022
H 1.2624 1.7810 -0.6771
H 3.5036 -0.5600 1.3217
H 3.4137 -0.2032 -0.4225
H 2.3888 -1.4834 0.2877
*
```

Properties
orbital gap	10.76	eV
SMILES	CCCCOC

(2)
A cluster of 2 separate species, C5H12O in total, computed with ωB97M-V/def2-TZVPD.

The geometry in ORCA input format:
```
! wB97M-V def2-TZVPD RIJCOSX def2/J DEFGRID3
* xyz 0 1
C 1.3813 1.7291 -0.3123
C 0.3520 0.9938 -1.1811
C -1.0178 0.8811 -0.5624
C -1.7861 -0.2072 -0.6026
O -0.5313 -1.1789 1.8306
C 0.2946 -2.1597 1.2630
H 1.0316 2.7356 -0.0588
H 2.3286 1.8439 -0.8508
H 1.5958 1.2061 0.6288
H 0.7226 -0.0084 -1.4335
H 0.2405 1.5346 -2.1309
H -0.5419 -0.4422 1.2106
H -1.3774 1.7597 -0.0236
H -2.7562 -0.2503 -0.1137
H -1.4277 -1.1329 -1.0515
H 1.3666 -1.8909 1.3123
H 0.0259 -2.3661 0.2107
H 0.0988 -3.0473 1.8652
*
```

Properties
orbital gap	10.85	eV
SMILES	C=CCC.CO

(3)
The molecule C5H12O, computed with ωB97M-V/def2-TZVPD.

The geometry in ORCA input format:
```
! wB97M-V def2-TZVPD RIJCOSX def2/J DEFGRID3
* xyz 0 1
C 1.4456 -0.8314 -1.9484
C 0.0538 -0.7970 -1.3367
C 0.1508 -0.3641 0.3065
O 1.4099 0.0793 0.7572
C -0.9356 0.6448 0.6965
C -1.3016 0.9597 2.1620
H 1.4394 -0.9166 -3.0411
H 1.9578 0.0913 -1.6760
H 2.0443 -1.6632 -1.5543
H -0.6147 -0.0876 -1.8206
H -0.4230 -1.8004 -1.5153
H 0.0296 -1.4120 0.3958
H 1.4612 1.0285 0.5572
H -0.6258 1.5960 0.2220
H -1.8387 0.3220 0.1793
H -2.1333 1.6819 2.1852
H -1.6382 0.0648 2.6932
H -0.4815 1.4040 2.7376
*
```

Properties
orbital gap	10.40	eV
SMILES	CCC(O)CC

(4)
A cluster of 2 separate species, C5H12O in total, computed with ωB97M-V/def2-TZVPD.

The geometry in ORCA input format:
```
! wB97M-V def2-TZVPD RIJCOSX def2/J DEFGRID3
* xyz 1 2
C 0.2402 -1.0162 1.0451
C -0.3170 -1.0442 -0.4291
C -0.1415 0.4051 -0.9017
C 0.0304 0.7181 -2.1962
C 0.0327 2.1136 -2.6281
H -0.1753 -1.8396 1.6072
H 0.1300 0.0001 1.4681
H 1.3784 -1.1855 0.9535
H -1.4008 -1.3217 -0.4863
H 0.1641 -1.7712 -1.0124
H 0.0481 1.1083 -0.0731
H 0.2076 0.0439 -3.1285
H 0.7332 2.2430 -3.5099
H 0.3487 2.8469 -1.9272
H -0.9722 2.4508 -2.8785
H -0.7906 -1.4912 4.3929
H 0.4973 -0.7330 4.6770
O -0.0132 -1.5274 5.0273
*
```

Properties
orbital gap (spin up / spin down)	8.99 / 5.02	eV
⟨S²⟩	0.753

(5)
A cluster of 2 separate species, C5H12O2 in total, computed with ωB97M-V/def2-TZVPD.

The geometry in ORCA input format:
```
! wB97M-V def2-TZVPD RIJCOSX def2/J DEFGRID3
* xyz 0 1
C 2.0326 -0.9567 1.1706
C 0.5633 1.6274 0.7896
C 0.1155 1.0308 -0.3106
O 1.2285 -1.2545 0.0369
C -1.2568 0.3954 -0.4118
C -1.5427 -0.1807 -1.7920
O -1.3987 -0.6190 0.5957
H 2.5362 -1.8773 1.4868
H 2.8029 -0.2116 0.9071
H 1.4815 -0.5517 2.0398
H -0.0074 1.6037 1.7204
H 1.5260 2.1336 0.8049
H 0.7183 1.0136 -1.2173
H 0.3090 -1.3561 0.3365
H -1.9828 1.1914 -0.1961
H -0.8789 -1.0253 -2.0066
H -2.5819 -0.5264 -1.8618
H -1.3937 0.5832 -2.5620
H -2.2709 -1.0200 0.4700
*
```

Properties
orbital gap	9.93	eV
SMILES	C=C[C@@H](C)O.CO

(6)
A structure of composition C5H12O2, computed with ωB97M-V/def2-TZVPD.

The geometry in ORCA input format:
```
! wB97M-V def2-TZVPD RIJCOSX def2/J DEFGRID3
* xyz 0 1
C 2.2890 0.1139 1.6103
C 0.8866 0.5062 1.1536
C 0.6927 0.3867 -0.3654
O 0.9933 -0.9402 -0.7933
C -0.5816 0.9050 -0.9834
C -2.3456 -0.7907 -1.5674
O -1.7408 -0.3238 -0.3406
H 2.5030 -0.9266 1.3506
H 3.0432 0.7369 1.1142
H 2.4127 0.2367 2.6917
H 0.1377 -0.1192 1.6640
H 0.6754 1.5440 1.4435
H 1.4529 1.0206 -0.8506
H 0.3154 -1.4997 -0.3906
H -0.9317 1.7436 -0.3451
H -3.1228 -1.5133 -1.3109
H -2.7346 0.0479 -2.1490
H -1.5385 -1.2540 -2.1327
H -2.4065 0.1260 0.2011
*
```

Properties
orbital gap	7.91	eV

(7)
The molecule C5H12O2, computed with ωB97M-V/def2-TZVPD.

The geometry in ORCA input format:
```
! wB97M-V def2-TZVPD RIJCOSX def2/J DEFGRID3
* xyz 0 1
C -0.8274 0.0420 2.4647
C -0.9791 -0.5679 1.0654
C -0.2534 0.3580 0.0806
O 1.0332 0.5967 0.6422
C -0.0461 -0.0906 -1.3803
C 1.2007 0.6768 -1.9199
O 0.1085 -1.5069 -1.3673
H 0.2327 0.1669 2.6964
H -1.2737 1.0441 2.4981
H -1.2859 -0.5694 3.2454
H -0.5038 -1.5559 1.0251
H -2.0360 -0.7148 0.8121
H -0.7710 1.3260 0.0474
H 1.5003 -0.2404 0.4952
H -0.9429 0.1573 -1.9808
H 2.0290 0.7554 -1.2055
H 1.6060 0.2150 -2.8219
H 0.9333 1.7193 -2.1292
H 0.2757 -1.8115 -2.2677
*
```

Properties
orbital gap	10.93	eV
SMILES	CC[C@@H](O)[C@@H](C)O

(8)
A structure of composition C5H12O2, computed with ωB97M-V/def2-TZVPD.

The geometry in ORCA input format:
```
! wB97M-V def2-TZVPD RIJCOSX def2/J DEFGRID3
* xyz 0 1
C 2.3910 -0.9609 0.0347
C 1.6236 0.2739 0.3911
C 0.2134 0.3260 0.5216
O -0.2460 1.3871 1.2770
C -0.7040 -0.1846 -0.5245
C -2.1656 -0.3404 -0.2433
O -2.7048 0.9187 0.1896
H 3.1291 -0.7626 -0.7512
H 2.9516 -1.3451 0.8997
H 1.7387 -1.7650 -0.3242
H 1.1362 1.2454 -1.4713
H 2.1597 1.0882 0.8726
H 0.0421 -0.7015 1.0107
H -1.1418 1.5941 0.9522
H -0.2735 -0.9004 -1.2202
H 0.3912 1.1468 -1.6905
H -2.3969 -1.1056 0.5186
H -2.6588 -0.6589 -1.1722
H -3.4853 0.7450 0.7298
*
```

Properties
orbital gap (spin up / spin down)	7.59 / 8.05	eV

(9)
A cluster of 2 separate species, C5H12O2 in total, computed with ωB97M-V/def2-TZVPD.

The geometry in ORCA input format:
```
! wB97M-V def2-TZVPD RIJCOSX def2/J DEFGRID3
* xyz 0 1
C 2.3557 -0.5049 0.7314
C 1.5280 0.1739 -0.3593
C 0.1191 -0.3297 -0.4385
O -0.3483 0.1717 1.5480
C -0.9535 0.2267 -1.2221
C -2.4583 0.0777 -0.3354
O -2.5247 0.8803 0.6978
H 3.4135 -0.2477 0.6355
H 2.0136 -0.2249 1.7291
H 2.2650 -1.5943 0.6538
H 1.9911 -0.0342 -1.3375
H 1.5259 1.2666 -0.2667
H 0.0292 -1.4037 -0.2613
H 0.0813 1.0280 1.7051
H -1.2384 -0.4372 -2.0402
H -0.7661 1.2459 -1.5840
H -2.4346 -1.0113 -0.1058
H -3.2081 0.2424 -1.1362
H -1.3905 0.4747 1.3864
*
```

Properties
orbital gap	8.26	eV

(10)
A structure of composition C5H12O2, computed with ωB97M-V/def2-TZVPD.

The geometry in ORCA input format:
```
! wB97M-V def2-TZVPD RIJCOSX def2/J DEFGRID3
* xyz 0 1
C 2.5905 0.6973 -1.3291
C 1.8898 -0.1342 -0.2553
O 0.7104 0.5405 0.1911
C -0.3473 -0.6233 1.2301
C -1.8253 -0.2783 1.3800
O -2.6153 -0.8238 0.3667
C -2.3101 0.1253 -0.6629
H 2.8418 1.7029 -0.9698
H 1.9569 0.8033 -2.2172
H 3.5131 0.1806 -1.6283
H 2.5520 -0.2557 0.6149
H 1.6442 -1.1431 -0.6365
H -0.1968 -1.5894 0.7319
H 0.1511 -0.4471 2.1845
H -2.3414 -0.6669 2.2758
H -1.9544 0.8181 1.5324
H -0.9152 0.3858 -0.7395
H -2.6513 1.1795 -0.5533
H -2.6927 -0.4716 -1.5155
*
```

Properties
orbital gap	10.00	eV

(11)
A structure of composition C5H12O2, computed with ωB97M-V/def2-TZVPD.

The geometry in ORCA input format:
```
! wB97M-V def2-TZVPD RIJCOSX def2/J DEFGRID3
* xyz 0 1
O 0.3980 -0.5596 -2.3533
C 0.4478 -0.5115 -1.0940
C 1.0935 0.4433 -0.2745
C 0.6078 -0.0481 1.5416
C -0.5192 0.9600 2.1172
C -2.2311 0.9539 1.1360
H 0.0991 -1.2880 -0.4130
H 1.9382 1.1108 -0.3042
H 0.0906 0.7462 -0.4361
H 0.5427 -1.2079 1.3445
H 1.5515 0.1053 2.0668
H -2.8999 0.3116 1.7524
H -1.0247 0.4786 3.0649
H -0.8979 1.5952 1.0234
H -2.6734 0.9516 0.1921
H -2.5323 1.9339 1.3213
H 1.6811 -1.5088 -2.9683
H 1.9824 -2.2631 -4.3034
O 2.3460 -2.2032 -3.4133
*
```

Properties
orbital gap	9.68	eV

(12)
A cluster of 2 separate species, C5H12O2 in total, computed with ωB97M-V/def2-TZVPD.

The geometry in ORCA input format:
```
! wB97M-V def2-TZVPD RIJCOSX def2/J DEFGRID3
* xyz 0 1
C -1.9879 -2.9319 0.2975
C -1.1856 -2.0542 -0.6920
C 1.8688 0.0171 0.4805
O 2.9603 0.5312 -0.2260
C 0.7256 -0.3406 -0.4475
C 0.0017 -1.3717 -0.1104
H -2.1956 -2.6944 1.3736
H -1.7054 -3.9851 0.3665
H -3.1160 -2.8114 -0.0410
H -1.8068 -1.1076 -0.9104
H -0.9071 -2.7410 -1.6824
H 2.2923 -0.9642 0.8125
H 1.7105 0.7006 1.2999
H 2.6309 1.1089 -0.9863
H 0.5488 0.2529 -1.3080
H 0.1862 -1.9288 0.7866
H -0.1140 6.3959 -0.4313
H 0.1116 7.3829 0.8620
O -0.0185 6.5414 0.5563
*
```

Properties
orbital gap	10.16	eV
SMILES	CC/C=C/CO.O

E values (in eV) by entry order: -7426.4320, -7425.8984, -7425.8753, -7416.4863, -9473.0752, -9470.2567, -9474.0491, -9469.3918, -9471.5589, -9470.1028, -9465.2751, -9471.7972.